1.
20
Properties=species:S:1:pos:R:3:forces:R:3 method="wB97M-V/def2-TZVPD" e_lumo_ev=0.560 smiles="OC[C@]1(c2nccs2)N=CCS1" total_charge=0 homo_ev=-8.50
O 0.16111 -2.46172 1.09002 0.44 1.50 0.21
C -0.41797 -1.23812 1.41484 -3.47 0.21 -1.54
C -0.39182 0.13221 0.18093 -0.59 -3.84 1.18
C 1.00882 0.11846 -0.16721 0.05 0.52 -0.70
N 1.44339 -0.68388 -1.08560 0.57 0.19 0.09
C 2.78493 -0.50226 -1.22895 2.43 -0.47 -0.54
C 3.37180 0.42013 -0.38181 -2.58 -0.33 -0.28
S 2.12521 1.18250 0.56978 0.38 -0.76 -0.38
N -0.84156 1.29755 0.75064 -1.62 1.62 2.27
C -2.02212 1.66529 0.45998 1.31 -3.03 -4.01
C -2.64755 1.01835 -0.82838 -1.07 -1.47 0.02
S -1.47968 -0.35646 -1.19484 -0.51 0.07 -0.23
H -0.35523 -2.66174 0.34221 -0.67 -1.50 -1.90
H -1.51044 -1.43512 1.76675 1.32 0.80 -1.11
H 0.06657 -0.93340 2.23718 1.98 1.81 2.84
H 3.36303 -1.12180 -2.00171 -1.01 1.04 1.35
H 4.30299 0.83678 -0.18440 1.78 0.05 -0.38
H -2.60126 2.44553 0.74726 -0.85 2.63 1.90
H -3.76149 0.62422 -0.74281 2.30 0.86 0.13
H -2.59874 1.65345 -1.74389 -0.19 0.11 1.06


2.
88
Properties=species:S:1:pos:R:3:forces:R:3 method="wB97M-V/def2-TZVPD" e_lumo_ev=3.912 total_charge=-2 homo_ev=-1.90
Pb -0.02411 0.84554 1.08694 -0.46 -0.87 -0.22
S 4.71918 -0.04529 1.15483 -0.27 0.76 1.43
C 4.03414 -0.77088 -0.17901 -0.30 -1.10 -1.58
C 2.67051 -0.79602 -0.10101 -0.94 0.27 -2.28
C 2.08007 -0.11783 1.03610 -0.24 -1.27 -1.77
C 3.08279 0.31242 1.78133 2.36 0.93 2.56
C 2.90918 0.94188 3.12327 0.92 -0.60 -0.41
C 3.90150 1.01938 4.13460 -2.53 1.57 1.01
C 3.48116 1.61145 5.35621 -0.32 -1.24 -2.26
C 2.17860 2.05508 5.49772 1.13 0.20 0.96
C 1.32722 1.93693 4.47357 -1.40 -0.55 -2.21
N 1.67552 1.35059 3.31665 -0.70 1.02 0.44
H 4.63639 -1.13993 -1.03728 -0.64 0.31 0.81
H 2.09823 -1.09839 -1.03754 0.70 0.12 1.55
H 4.87426 0.70245 3.93117 1.40 -0.58 -0.03
H 4.03208 1.61539 6.23876 1.57 0.10 1.08
H 1.85777 2.48550 6.41652 -0.20 0.27 0.61
H 0.29492 2.26149 4.48845 -0.06 0.09 0.15
O -6.34315 1.54960 1.45075 1.61 -0.29 1.10
C -5.21097 1.62755 1.95707 -1.78 -0.25 -0.96
S -4.28940 0.27572 2.66351 -0.40 0.80 -0.02
C -2.75659 1.13212 2.78600 0.98 0.28 0.03
C -2.74082 2.45207 2.45077 0.21 0.36 0.50
S -1.40669 3.61711 2.53079 -0.81 -0.57 0.00
S -4.33834 3.12571 1.99645 0.88 -0.16 -0.03
S -1.29931 0.20987 3.32930 -0.96 0.46 -0.09
B 2.52894 -2.78033 -3.90706 -1.05 1.19 -1.35
N 3.53794 -1.68140 -4.33049 1.67 -1.26 0.34
C 3.89166 -1.16701 -5.52575 -0.86 -0.16 0.01
C 4.80073 -0.16939 -5.30529 0.30 0.45 -0.47
C 5.01758 -0.19066 -3.93167 0.27 -0.34 1.02
N 4.28513 -1.14437 -3.34063 0.04 0.88 -0.85
N 1.35807 -1.80402 -3.45193 -0.03 0.59 -0.29
C 1.22204 -0.46757 -3.58883 1.09 0.45 -0.61
C 0.21118 -0.02210 -2.78403 -1.33 0.85 1.47
C -0.23276 -1.20684 -2.18552 -0.18 0.08 0.11
N 0.46440 -2.24915 -2.61821 -1.57 -0.87 1.27
H 2.14504 -3.32282 -4.99942 0.46 -0.10 1.20
H 2.80280 -3.33860 -2.86410 0.30 -0.35 -0.74
H 3.44719 -1.47213 -6.46481 -0.12 -0.12 0.30
H 5.17781 0.50046 -6.05597 0.26 0.06 0.01
H 5.71553 0.38619 -3.32605 -0.26 -0.05 -0.22
H 1.90684 0.12188 -4.18350 -0.10 -0.16 0.03
H -0.12210 0.99195 -2.48007 0.43 -0.82 -0.71
H -1.48729 -2.51180 -1.43374 -0.05 0.41 -0.32
C 4.38285 3.67412 -1.42327 0.51 0.30 -1.41
N 3.16482 4.18056 -0.85974 -0.21 0.85 -0.90
C 2.74233 3.91415 0.42075 -1.86 0.06 -2.25
C 1.39619 3.96282 0.41511 0.78 0.84 -0.46
N 1.03897 4.43609 -0.84566 -0.55 -0.53 0.26
C -0.32298 4.68824 -1.29899 -0.52 0.43 2.08
C 2.12388 4.55365 -1.63091 -0.33 0.16 -0.50
Se 2.11457 5.12991 -3.41435 0.21 -0.15 0.41
H 4.43445 2.63456 -1.13998 0.42 -0.42 0.13
H 5.26748 4.24167 -1.08426 -0.35 -0.29 -0.20
H 4.27613 3.71420 -2.55615 0.27 0.14 1.49
H 3.44692 3.49954 1.00141 1.89 -1.32 2.61
H 0.70479 3.70764 1.17429 -0.77 0.12 0.52
H -1.02192 3.91710 -0.85852 0.77 1.02 -0.39
H -0.32118 4.70600 -2.34789 -0.01 -0.40 -1.43
H -0.58332 5.73300 -1.00479 -0.20 -0.88 0.12
C -0.02178 -2.93982 0.48929 0.01 -0.33 -0.38
C -0.90445 -1.71468 0.30836 1.05 1.14 -0.20
N -1.27693 -1.50667 -1.20415 0.66 -2.49 -0.02
C -2.57464 -0.85014 -1.13004 -0.64 1.90 -0.67
C -3.12998 -1.19900 0.04610 0.03 0.49 -1.11
N -2.28043 -2.03945 0.70768 -0.57 0.29 0.09
C -2.48581 -2.65314 1.98454 -0.23 -0.18 -0.83
N -3.87420 -2.91890 2.22938 0.27 0.21 -0.74
N -4.35154 -2.63168 3.43737 -0.51 -0.66 0.42
N -5.62502 -2.78882 3.44499 0.00 0.31 -0.67
C -5.98764 -3.08297 2.13389 -1.95 0.34 1.18
C -7.27489 -3.11329 1.56592 -0.08 -0.63 -0.42
C -7.38158 -3.39886 0.21591 -0.84 0.15 0.44
C -6.26631 -3.76926 -0.57322 -0.12 0.33 -0.48
C -5.02746 -3.66136 -0.03459 1.98 0.23 1.43
C -4.89105 -3.20363 1.35653 0.83 -1.07 -2.10
H 0.83314 -3.00405 -0.21300 -0.29 0.52 0.68
H -0.61451 -3.82935 0.23690 -0.15 -0.35 -0.10
H 0.29175 -3.08274 1.54618 0.03 0.43 -0.71
H -2.94569 -0.16860 -1.94052 0.60 -1.00 1.07
H -4.09717 -0.83791 0.38742 0.32 -0.47 0.00
H -2.11950 -2.06064 2.78794 0.32 0.47 0.82
H -1.97101 -3.57834 1.90117 0.60 -0.96 0.40
H -8.13573 -2.97420 2.21439 0.05 0.23 -0.30
H -8.35423 -3.30532 -0.26261 0.08 -0.27 0.14
H -6.35951 -4.07181 -1.64467 -0.09 0.29 1.14
H -4.13262 -3.94039 -0.60703 -0.39 0.33 0.30


3.
43
Properties=species:S:1:pos:R:3:forces:R:3 method="wB97M-V/def2-TZVPD" e_lumo_ev=0.845 smiles=CCO[Si](C)(CNC1CCCCC1)OCC total_charge=0 homo_ev=-8.13
C 3.94147 0.15722 -0.62997 -0.24 -0.71 0.74
C 2.57112 0.56489 -0.10307 0.58 1.78 0.07
O 1.60294 0.53714 -1.12029 -1.50 -0.98 -0.63
Si 0.48304 -0.72623 -1.33036 0.38 -0.42 -0.77
C 1.05890 -2.18811 -0.32848 -0.91 0.22 1.03
C -1.32227 -0.33838 -0.95561 1.44 0.33 -0.19
N -1.60467 -0.51539 0.46487 -0.89 -0.56 0.44
C -1.12670 0.48930 1.39959 -0.53 1.00 0.15
C -1.57152 0.12286 2.84592 -0.65 -0.04 -0.75
C -3.10171 0.30726 3.01314 -0.28 0.53 -0.66
C -3.55160 1.79758 2.72073 -0.66 -0.11 0.21
C -2.41712 2.65431 2.11410 -0.40 -0.86 0.48
C -1.72206 1.88531 0.97607 0.80 0.47 0.30
O 0.49973 -1.26184 -2.93149 -0.23 0.62 1.79
C 1.59899 -0.92807 -3.73361 -0.96 1.19 -1.77
C 2.48832 -2.09393 -3.97695 -0.03 -0.73 -0.35
H 4.70241 0.31062 0.13429 0.03 0.06 0.09
H 4.21086 0.73758 -1.49182 0.01 0.38 -0.44
H 3.98221 -0.89872 -0.90527 -0.10 -0.02 -0.05
H 2.20775 0.01966 0.75851 0.34 -0.41 0.30
H 2.66266 1.64021 0.23346 -0.20 -0.95 -0.25
H 1.06626 -1.95938 0.75696 0.10 -0.23 -0.45
H 2.05503 -2.41336 -0.63857 0.83 -0.31 -0.12
H 0.43640 -3.08785 -0.47389 0.17 0.42 -0.07
H -1.92390 -0.97757 -1.60711 -0.16 -0.03 0.27
H -1.47411 0.69019 -1.29679 -0.36 -0.09 0.23
H -1.34277 -1.44840 0.78610 -0.05 0.34 -0.24
H -0.02601 0.56217 1.37890 0.02 0.08 0.08
H -1.33562 -0.93252 2.97677 0.14 -0.13 0.28
H -1.02168 0.69794 3.61014 -0.12 -0.17 -0.42
H -3.42743 -0.06684 3.99470 0.11 0.39 -0.16
H -3.65537 -0.30138 2.27044 0.65 0.03 0.35
H -3.97113 2.28666 3.61498 0.50 -0.15 0.01
H -4.44204 1.78213 2.06449 0.54 -0.12 -0.10
H -2.76138 3.64713 1.80710 -0.14 -0.27 -0.22
H -1.75405 2.85257 2.95511 0.53 0.00 -0.15
H -0.90924 2.51283 0.57723 -0.14 -0.17 0.07
H -2.41075 1.75974 0.13991 -0.21 -0.13 0.21
H 2.13582 -0.07525 -3.30913 0.15 -0.09 -0.12
H 1.11353 -0.57062 -4.68178 0.81 -0.23 0.44
H 1.89706 -2.97981 -4.23320 -0.04 0.21 -0.22
H 3.18902 -1.88993 -4.79906 0.04 -0.12 0.46
H 2.96957 -2.36170 -3.04711 0.66 -0.02 0.16


4.
56
Properties=species:S:1:pos:R:3:forces:R:3 method="wB97M-V/def2-TZVPD" spin_multiplicity=2 e_lumo_ev="2.780 / 2.780" total_charge=-1 homo_ev="-2.54 / -4.95"
Ta -0.38838 0.37571 0.58365 -0.03 -0.18 -0.37
O -2.04942 -0.82785 3.00757 -0.43 0.14 -0.19
C -0.82105 -0.33049 2.55831 0.17 -0.17 -0.07
O -0.73916 1.03053 2.43779 -0.03 0.30 -0.01
C 0.27090 -0.80241 3.48604 0.01 0.00 0.08
O 1.53604 -0.37956 3.00191 0.06 0.08 -0.11
C 1.90620 0.96261 3.21376 0.03 -0.05 0.03
C 1.73204 1.91772 2.03062 0.09 0.05 -0.04
O 2.05792 3.08024 2.16258 0.01 0.01 0.03
O 1.33508 1.40372 0.89176 -0.09 0.04 0.08
H -2.74055 -0.42448 2.45401 0.30 -0.25 0.22
H 0.08044 -0.37534 4.48183 0.01 -0.01 0.00
H 0.32343 -1.88685 3.57588 -0.05 0.03 -0.04
H 1.38690 1.40969 4.06390 -0.03 -0.04 -0.01
H 2.97926 0.96230 3.42862 0.00 0.02 0.03
O -1.99481 1.39252 0.16230 -0.45 -0.14 -0.03
N -2.90964 1.19334 -0.87011 0.23 -0.07 0.19
C -3.99326 2.07141 -0.82024 0.04 0.14 -0.03
C -5.19224 1.70952 -1.34827 0.06 -0.23 -0.04
C -5.39014 0.39882 -1.83833 -0.09 0.19 0.01
C -4.34730 -0.53389 -1.66387 0.04 -0.04 0.03
C -3.14097 -0.16381 -1.13855 -0.16 0.13 -0.02
S -1.77490 -1.19312 -0.86191 0.27 0.11 0.22
H -3.75885 3.04257 -0.41421 0.00 0.01 -0.01
H -5.98885 2.44128 -1.37012 0.00 0.01 -0.01
H -6.33948 0.09704 -2.25651 0.00 0.00 0.01
H -4.47982 -1.57575 -1.92397 -0.01 0.01 -0.01
N 1.85864 4.01103 -2.10988 0.01 0.02 -0.02
C 1.21497 3.67575 -3.28068 0.01 0.01 0.00
C 0.07671 3.04090 -2.88831 -0.08 0.04 0.02
N 0.00919 2.97498 -1.51529 0.21 -0.06 -0.05
C 1.09590 3.56493 -1.08122 -0.06 0.03 -0.05
H 2.74854 4.46604 -2.02164 0.00 0.00 0.00
H 1.61819 3.91067 -4.24959 0.00 0.00 0.00
H -0.70258 2.62804 -3.50770 0.00 -0.02 0.01
H 1.39014 3.67976 -0.04966 0.00 -0.03 0.03
C 0.92806 -0.32004 -2.70841 0.00 -0.02 0.03
O 0.97717 -1.40683 -1.82801 0.07 0.08 -0.03
H 1.82810 0.30721 -2.62104 0.00 0.00 0.01
H 0.05268 0.31226 -2.51668 -0.02 0.01 -0.01
H 0.86329 -0.71340 -3.72467 -0.02 0.01 -0.01
C 2.38279 -3.86497 -1.01070 0.00 0.03 -0.01
Ge 1.70466 -2.67713 0.40533 -0.02 -0.13 0.01
C 3.20348 -2.44103 1.66003 0.01 -0.08 0.02
C 0.19836 -3.67462 1.17373 -0.03 0.03 0.04
C 1.17591 -0.98333 -0.45634 -0.11 -0.01 0.09
H 2.69816 -4.81790 -0.57831 0.00 0.01 0.01
H 3.23451 -3.41378 -1.52243 -0.01 0.01 0.00
H 1.60049 -4.04455 -1.74695 0.01 -0.01 -0.01
H 4.07905 -2.96159 1.26562 -0.02 -0.02 0.02
H 2.97493 -2.83690 2.64953 0.00 0.01 0.01
H 3.43761 -1.38637 1.77336 0.03 0.03 -0.01
H 0.52539 -4.68533 1.42822 -0.01 -0.01 0.02
H -0.58353 -3.74312 0.41508 0.01 -0.02 -0.01
H -0.24947 -3.21250 2.05312 0.05 0.00 -0.05
H 2.09930 -0.38364 -0.44094 0.02 0.05 0.02